(1)
The following is a DFT calculation (ωB97M-V/def2-TZVPD) of a 3-piece molecular cluster, C4H10O3 overall.

## Properties
SMILES: C=C/C=C/O.O.O

ORCA input file:
```
! RIJCOSX wB97M-V def2-TZVPD def2/J DEFGRID3
* xyz 0 1
C -1.40906 -1.28654 -1.50336
C -1.75905 -0.14468 -0.88977
C -1.51312 0.35786 0.46673
C -0.65762 -0.26489 1.32768
O 0.19883 0.33353 2.16378
H -1.20945 -1.30844 -2.56696
H -1.21092 -2.14954 -0.87168
H -2.19086 0.57215 -1.59256
H -1.85581 1.36407 0.70456
H -0.43497 -1.29932 1.06131
H 1.10069 -0.02294 1.94639
H 2.03927 0.01412 0.17983
H 3.17323 -0.87241 0.67592
O 2.26290 -0.62861 0.88925
H 0.52439 1.36947 -0.39010
H 1.52757 2.20592 -1.21863
O 1.41397 1.76023 -0.38242
*
```

Population analysis type natural (NBO), resulting atomic charges in e: C -0.43; C -0.21; C -0.40; C 0.22; O -0.70; H 0.21; H 0.18; H 0.20; H 0.22; H 0.16; H 0.52; H 0.51; H 0.49; O -0.98; H 0.49; H 0.48; O -0.96

=====

(2)
The following is a DFT calculation (ωB97M-V/def2-TZVPD) of a 3-piece molecular cluster, C4H10O3 overall.

## Properties
SMILES: C=CC(=C)O.O.O

ORCA input file:
```
! RIJCOSX wB97M-V def2-TZVPD def2/J DEFGRID3
* xyz 0 1
C 1.08316 0.23605 -2.07421
C 0.64564 -0.53188 -1.09335
O -0.69585 -0.32406 -0.72697
C 1.39935 -1.42372 -0.15609
C 1.35739 -1.28189 1.17222
H 0.31122 0.70469 -2.68058
H 2.09854 0.52106 -2.29609
H -0.73240 -0.47634 0.23173
H 2.22928 -2.03253 -0.55904
H 0.69373 -0.68117 1.78398
H 2.09633 -1.84498 1.76031
H -1.27622 1.34042 -0.42628
H -1.41965 2.80902 -0.78254
O -1.48047 2.21196 -0.03584
H -2.00408 1.00398 1.80829
H -2.54054 -0.36619 1.90201
O -1.76542 0.13559 2.17243
*
```

Population analysis type natural (NBO), resulting atomic charges in e: C -0.48; C 0.27; O -0.73; C -0.26; C -0.36; H 0.21; H 0.22; H 0.50; H 0.22; H 0.22; H 0.20; H 0.49; H 0.47; O -0.98; H 0.49; H 0.47; O -0.95

=====

Let's list molecular weight in order: 106.12, 106.12 g mol⁻¹.
Let's list HOMO energy in order: -7.99, -9.01 eV.
Let's list relative energy (zero: lowest compared OMol25 entry of this formula, charge and spin) in order: 60.64, 49.71 kcal per mole.